Entry 1:
Here is 7 unconnected molecules or ions with the total composition C28H57BrFO13PS from the OMol25 dataset. Energies are from ωB97M-V/def2-TZVPD.

CARTESIAN COORDINATES (ANGSTROEM)
1 O -0.401 -2.335 -1.633
2 C -0.211 -2.265 -0.463
3 Br -1.805 -2.196 0.703
4 C 1.113 -2.250 0.175
5 P 1.902 -0.470 0.256
6 S 2.715 1.647 0.520
7 C 3.173 -0.838 -1.024
8 C 2.744 -0.207 -2.334
9 F 3.853 -0.164 -3.190
10 H 1.037 -2.609 1.201
11 H 1.695 -2.976 -0.389
12 H 2.052 -0.613 1.637
13 H 0.722 0.131 -0.191
14 H 3.564 1.431 1.528
15 H 4.116 -0.378 -0.738
16 H 3.367 -1.896 -1.176
17 H 2.006 -0.836 -2.837
18 H 2.339 0.797 -2.210
19 C -1.191 -5.679 4.764
20 C 0.099 -5.576 3.979
21 O 0.296 -4.265 3.440
22 C 0.862 -3.262 4.133
23 C 1.075 -3.413 5.616
24 O 1.115 -2.241 3.544
25 H -1.183 -5.021 5.633
26 H -1.346 -6.702 5.109
27 H -2.039 -5.391 4.143
28 H 0.966 -5.881 4.565
29 H 0.055 -6.230 3.109
30 H 0.209 -2.992 6.128
31 H 1.956 -2.839 5.890
32 H 1.240 -4.438 5.949
33 C 5.143 -9.012 4.788
34 C 5.408 -8.011 5.892
35 O 4.517 -6.892 5.828
36 C 3.298 -6.892 6.384
37 C 2.700 -8.185 6.886
38 O 2.681 -5.859 6.411
39 H 4.148 -9.448 4.869
40 H 5.875 -9.819 4.824
41 H 5.208 -8.524 3.816
42 H 5.377 -8.469 6.882
43 H 6.401 -7.582 5.776
44 H 2.097 -8.620 6.089
45 H 2.051 -7.954 7.727
46 H 3.430 -8.917 7.220
47 C -0.240 2.188 -6.311
48 C 0.167 1.267 -5.181
49 O 0.090 1.913 -3.907
50 C -1.037 1.983 -3.175
51 C -2.358 1.615 -3.806
52 O -0.964 2.406 -2.053
53 H -1.281 2.500 -6.223
54 H -0.110 1.690 -7.273
55 H 0.371 3.090 -6.297
56 H -0.406 0.338 -5.177
57 H 1.214 0.987 -5.290
58 H -2.816 2.520 -4.206
59 H -3.001 1.211 -3.029
60 H -2.285 0.873 -4.597
61 C -2.756 6.009 -1.756
62 C -1.950 5.621 -2.975
63 O -2.653 5.898 -4.199
64 C -2.625 7.099 -4.803
65 C -2.070 8.286 -4.054
66 O -3.096 7.202 -5.904
67 H -2.946 7.082 -1.723
68 H -2.225 5.724 -0.848
69 H -3.724 5.506 -1.769
70 H -0.963 6.084 -2.982
71 H -1.791 4.547 -2.979
72 H -2.889 8.804 -3.558
73 H -1.617 8.960 -4.777
74 H -1.307 8.034 -3.321
75 C 4.230 8.317 -5.521
76 C 2.733 8.127 -5.653
77 O 2.110 7.877 -4.390
78 C 1.716 8.859 -3.557
79 C 2.161 10.280 -3.813
80 O 1.064 8.563 -2.594
81 H 4.473 9.192 -4.917
82 H 4.685 8.442 -6.504
83 H 4.676 7.450 -5.036
84 H 2.253 8.965 -6.160
85 H 2.522 7.240 -6.247
86 H 3.072 10.465 -3.245
87 H 1.383 10.947 -3.451
88 H 2.339 10.514 -4.859
89 C -5.736 -2.095 2.145
90 C -5.830 -3.517 1.631
91 O -5.337 -4.459 2.590
92 C -6.093 -4.970 3.580
93 C -7.444 -4.360 3.876
94 O -5.644 -5.864 4.243
95 H -6.356 -1.942 3.029
96 H -6.053 -1.388 1.378
97 H -4.708 -1.870 2.427
98 H -6.841 -3.779 1.313
99 H -5.188 -3.634 0.760
100 H -7.321 -3.607 4.654
101 H -8.094 -5.146 4.251
102 H -7.931 -3.906 3.016

Calculated values
gap between HOMO and LUMO = 8.791 eV
SMILES = O=C(Br)C[PH2](S)CCF.CCOC(C)=O.CCOC(C)=O.CCOC(C)=O.CCOC(C)=O.CCOC(C)=O.CCOC(C)=O
LUMO level = 0.5 eV

Atomic partial charges in e from the Löwdin method, atoms 1 to 2:
1 O 0.008
2 C -0.885



Entry 2:
Here is 2 unconnected molecules or ions with the total composition C4H10O in a non-equilibrium geometry from the OMol25 dataset. Energies are from ωB97M-V/def2-TZVPD.

CARTESIAN COORDINATES (ANGSTROEM)
1 C 2.078 -0.082 -0.463
2 O 1.256 -0.003 0.557
3 C 0.255 0.788 0.732
4 C -1.075 -0.848 -1.560
5 C -0.628 0.567 1.907
6 H 0.010 -0.881 -1.402
7 H 2.911 -0.751 -0.318
8 H 2.030 0.688 -1.226
9 H 0.063 1.534 -0.037
10 H -1.592 -1.212 -0.668
11 H -1.326 -1.486 -2.411
12 H -1.393 0.177 -1.770
13 H -1.649 0.292 1.604
14 H -0.709 1.463 2.537
15 H -0.229 -0.247 2.519

Calculated values
energy above the lowest of the compared OMol25 structures with the same formula, charge and spin = 365.4 kJ/mol
gap between HOMO and LUMO (spin up / spin down) = 8.318 / 7.933 eV
LUMO level (spin up / spin down) = 1.1 / 1.0 eV

Atomic partial charges in e from the Löwdin method, atoms 1 to 2:
1 C -0.068
2 O -0.114



Entry 3:
Here is a molecular structure, AsF6H14O7 in a non-equilibrium geometry from the OMol25 dataset. Energies are from ωB97M-V/def2-TZVPD.

CARTESIAN COORDINATES (ANGSTROEM)
1 As 0.340 -0.271 0.684
2 F 0.534 -2.080 0.925
3 F 2.098 -0.070 0.490
4 F 0.274 1.499 0.346
5 F -1.395 -0.324 0.954
6 F 0.552 0.186 2.427
7 F 0.172 -0.700 -1.045
8 O 5.600 -0.277 -1.913
9 H 6.301 -0.660 -1.386
10 H 4.874 -0.162 -1.300
11 O 2.430 2.377 5.211
12 H 2.372 3.265 4.859
13 H 1.969 1.835 4.571
14 O -1.514 0.706 -4.407
15 H -2.444 0.516 -4.286
16 H -1.068 0.120 -3.795
17 O 1.799 3.657 -2.796
18 H 0.887 3.921 -2.919
19 H 1.771 3.026 -2.076
20 O -1.158 -5.411 0.146
21 H -0.529 -4.689 0.151
22 H -1.214 -5.674 -0.773
23 O -3.815 -3.343 1.991
24 H -3.281 -2.567 2.162
25 H -3.451 -3.711 1.186
26 O -3.959 3.324 0.147
27 H -3.423 2.676 0.604
28 H -4.721 2.832 -0.160

Calculated values
charge = -1
energy above the lowest of the compared OMol25 structures with the same formula, charge and spin = 112.0 kJ/mol
gap between HOMO and LUMO = 11.587 eV
LUMO level = 2.7 eV

Atomic partial charges in e from the Löwdin method, atoms 1 to 2:
1 As 0.889
2 F -0.320



Entry 4:
Here is a single C20H13BrN4OS molecule in a non-equilibrium geometry from the OMol25 dataset. Energies are from ωB97M-V/def2-TZVPD.

CARTESIAN COORDINATES (ANGSTROEM)
1 N 5.854 1.304 6.667
2 O 3.333 -1.249 -0.639
3 Br -4.071 -0.107 -7.022
4 N 3.835 0.115 5.802
5 N 4.896 0.745 6.124
6 S -1.588 -2.233 -2.362
7 C 2.628 -0.746 0.235
8 C -4.017 1.045 -4.436
9 C 4.398 0.533 3.395
10 C 2.628 -0.923 3.961
11 C -3.013 -1.171 -4.519
12 C 4.103 0.350 1.993
13 C 2.292 -1.043 2.617
14 C 0.621 0.672 0.441
15 C 0.557 -1.259 -0.984
16 C -3.616 1.181 -3.069
17 C -0.798 0.808 0.118
18 C -3.636 -0.061 -5.185
19 C 3.669 -0.088 4.411
20 C -2.555 -0.998 -3.170
21 C -0.786 -1.174 -1.284
22 C 3.038 -0.488 1.616
23 C 1.303 -0.399 -0.123
24 C -3.007 0.123 -2.400
25 C -1.416 -0.030 -0.736
26 N -2.648 0.300 -1.138
27 C -3.695 0.610 -0.166
28 H -4.446 1.926 -4.958
29 H 5.182 1.159 3.673
30 H 2.064 -1.345 4.726
31 H -2.862 -2.180 -4.937
32 H 4.802 0.944 1.321
33 H 1.512 -1.656 2.250
34 H 1.090 1.344 1.160
35 H 1.108 -2.070 -1.472
36 H -3.652 2.155 -2.585
37 H -1.306 1.678 0.473
38 H -3.883 1.724 -0.280
39 H -3.423 0.533 0.924
40 H -4.495 -0.030 -0.443

Calculated values
energy above the lowest of the compared OMol25 structures with the same formula, charge and spin = 174.6 kJ/mol
gap between HOMO and LUMO = 7.648 eV
LUMO level = -0.1 eV

Atomic partial charges in e from the Löwdin method, atoms 1 to 2:
1 N 0.212
2 O 0.110



Number 1: E_tot -5492.5907 hartree. Number 2: E_tot -233.5058 hartree. Number 3: E_tot -3370.2615 hartree. Number 4: E_tot -4036.2615 hartree.